No. 1
An isolated molecule of C6H12O, computed with ωB97M-V/def2-TZVPD.

The SMILES is CC[C@H]1CCCO1. The value obtained for the orbital gap is 10.59 eV. The calculation puts the total energy at -311.03790 Ha. The molecular weight comes out at 100.16 g mol⁻¹. As for the energy relative to the best compared isomer or geometry (same formula, charge and spin): 0.581 eV. The spin multiplicity is 1.

Positions of all 19 atoms, in Å:
C1 2.442 -0.525 0.100
C2 1.466 0.523 -0.433
C3 0.138 0.641 0.346
C4 -1.072 0.901 -0.578
C5 -2.179 0.041 0.035
C6 -1.360 -1.134 0.556
O1 -0.170 -0.558 1.062
H1 3.004 -0.161 0.964
H2 1.911 -1.431 0.405
H3 3.162 -0.792 -0.679
H4 1.951 1.507 -0.442
H5 1.232 0.287 -1.478
H6 0.224 1.433 1.104
H7 -1.327 1.961 -0.667
H8 -0.843 0.533 -1.586
H9 -2.944 -0.257 -0.689
H10 -2.668 0.560 0.867
H11 -1.833 -1.689 1.371
H12 -1.134 -1.841 -0.260

=====

No. 2
A structure of composition C21H46MnN3OP2S, computed with ωB97M-V/def2-TZVPD.

The total charge is +2. The value obtained for the orbital gap (alpha / beta) is 6.45 / 5.35 eV. The calculation puts the total energy at -3298.53239 Ha. The molecular weight comes out at 505.57 g mol⁻¹. As for the energy relative to the best compared isomer or geometry (same formula, charge and spin): 1.964 eV. The spin multiplicity is 5.

Positions of all 75 atoms, in Å:
Mn1 0.199 0.284 -0.033
P1 -0.243 -1.565 -1.873
P2 0.063 2.517 0.158
N1 1.484 0.830 -1.699
C1 1.391 -1.487 -2.703
H1 2.036 -2.231 -2.232
H2 1.233 -1.751 -3.737
C2 2.144 -0.116 -2.622
H3 3.182 -0.267 -2.227
H4 2.294 0.303 -3.701
C3 1.938 2.194 -1.901
H5 1.359 2.773 -2.731
H6 2.999 2.232 -2.208
C4 1.743 2.885 -0.543
H7 1.926 3.954 -0.582
H8 2.466 2.420 0.156
C5 0.153 3.332 1.814
C6 0.723 2.367 2.851
H9 1.701 1.959 2.577
H10 0.050 1.519 3.020
H11 0.842 2.876 3.814
C7 -1.001 3.620 -0.903
C8 -2.489 3.464 -0.620
H12 -3.046 3.779 -1.507
H13 -2.817 4.088 0.212
H14 -2.768 2.431 -0.407
C9 -1.527 -1.999 -3.112
C10 -2.768 -2.576 -2.457
H15 -3.609 -2.517 -3.145
H16 -3.054 -2.017 -1.574
H17 -2.670 -3.621 -2.184
C11 0.052 -3.094 -0.856
C12 -1.053 -3.416 0.141
H18 -0.653 -4.076 0.921
H19 -1.883 -3.953 -0.327
H20 -1.458 -2.530 0.636
C13 -1.536 -0.014 0.383
C14 -0.519 5.091 -0.856
H21 0.264 5.295 -0.103
H22 -0.107 5.380 -1.837
H23 -1.363 5.766 -0.651
C15 -1.033 -2.861 -4.284
H24 -1.879 -3.345 -4.786
H25 -0.533 -2.257 -5.047
H26 -0.343 -3.664 -4.007
C16 0.404 -4.349 -1.666
H27 0.687 -5.155 -0.970
H28 -0.452 -4.731 -2.243
H29 1.260 -4.221 -2.345
C17 -1.141 3.938 2.297
H30 -1.964 3.233 2.261
H31 -1.045 4.248 3.334
H32 -1.435 4.823 1.748
H33 0.890 4.131 1.667
H34 0.959 -2.813 -0.288
H35 -0.803 3.241 -1.924
H36 -1.813 -1.032 -3.553
O1 -2.693 -0.094 0.597
H37 -0.130 0.649 -2.475
H38 -0.540 0.348 -2.996
S1 1.886 -0.547 0.833
C18 1.386 -1.189 2.378
N2 0.112 -1.173 2.803
C19 -0.295 -1.787 4.075
C20 0.822 -1.571 5.095
C21 2.149 -2.066 4.574
N3 2.323 -1.685 3.181
H39 -0.642 -0.918 2.149
H40 -0.474 -2.875 3.934
H41 -1.235 -1.317 4.412
H42 0.569 -2.106 6.022
H43 0.889 -0.503 5.338
H44 2.215 -3.155 4.643
H45 2.977 -1.633 5.131
H46 3.244 -1.695 2.758

=====

No. 3
An isolated molecule of C4H4O2S, computed with ωB97M-V/def2-TZVPD.

The SMILES is Oc1cocc1S. The value obtained for the orbital gap is 9.34 eV. The calculation puts the total energy at -703.45391 Ha. The molecular weight comes out at 116.14 g mol⁻¹. As for the energy relative to the best compared isomer or geometry (same formula, charge and spin): 1.035 eV. The spin multiplicity is 1.

Positions of all 11 atoms, in Å:
O1 0.053 2.076 -0.097
C1 -0.337 0.779 -0.099
C2 -1.595 0.293 -0.086
O2 -1.572 -1.075 -0.091
C3 -0.284 -1.468 -0.098
C4 0.544 -0.370 -0.098
S1 2.292 -0.317 -0.174
H1 1.021 2.092 -0.201
H2 -2.564 0.737 -0.066
H3 -0.090 -2.523 -0.143
H4 2.532 -0.222 1.153